(1)
Here is a molecular structure, C31H55AsAuGe2N2O2Si3 from the Open Molecules 2025 dataset. Energies are from ωB97M-V/def2-TZVPD.

The frontier orbital gap (spin up / spin down) comes out at 7.8298 / 4.9575 eV. As for the net charge: +2. As for the relative energy (zero: lowest compared OMol25 entry of this formula, charge and spin): 46.4 kJ/mol. As for the spin multiplicity: 2.

Geometry as XYZ:
```
97
C31H55AsAuGe2N2O2Si3 ωB97M-V/def2-TZVPD
Au -0.138 -0.102 0.518
O -1.673 -2.129 0.255
H -1.610 -2.489 -0.643
H -2.616 -1.971 0.392
C 3.253 -1.813 -3.386
Ge 1.389 -2.393 -3.490
C 1.107 -3.662 -1.998
C 1.029 -3.329 -5.139
Ge -0.065 -0.425 -2.615
C 0.195 0.764 -4.154
C 1.131 0.515 -5.152
C 1.316 1.411 -6.203
C 0.583 2.583 -6.247
C -0.368 2.845 -5.265
C -0.558 1.946 -4.229
C -1.911 -0.975 -2.681
C -2.184 -2.295 -3.032
C -3.502 -2.726 -3.169
C -4.546 -1.850 -2.919
C -4.281 -0.534 -2.547
C -2.972 -0.099 -2.419
H 3.828 -2.643 -2.972
H 3.387 -0.933 -2.759
H 3.646 -1.587 -4.377
H 2.065 -4.111 -1.727
H 0.436 -4.471 -2.294
H 0.694 -3.173 -1.119
H 1.685 -4.202 -5.114
H 1.268 -2.717 -6.007
H -0.007 -3.652 -5.216
H 1.736 -0.384 -5.128
H 2.038 1.190 -6.979
H 0.753 3.297 -7.042
H -0.957 3.753 -5.309
H -1.290 2.173 -3.461
H -1.378 -2.996 -3.222
H -3.705 -3.745 -3.472
H -5.568 -2.191 -3.013
H -5.099 0.152 -2.365
H -2.777 0.928 -2.134
C 1.283 1.860 -1.548
O 0.149 0.982 -1.402
H 1.760 1.721 -2.515
H 2.018 1.680 -0.761
H 0.934 2.888 -1.488
C -2.438 3.451 0.859
Si -0.993 3.584 2.013
C -1.427 4.393 3.618
C 0.479 4.351 1.182
As -0.360 1.306 2.527
Si -2.194 0.190 3.638
C -2.495 1.094 5.227
C -3.569 0.320 2.391
C -1.779 -1.596 3.898
Si 1.800 1.275 3.608
C 1.751 2.722 4.757
C 1.977 -0.346 4.500
C 3.039 1.410 2.235
H -2.557 4.385 0.303
H -3.371 3.266 1.394
H -2.293 2.645 0.135
H -1.875 5.369 3.405
H -0.553 4.561 4.249
H -2.151 3.813 4.190
H 0.554 5.413 1.432
H 0.389 4.272 0.098
H 1.418 3.880 1.475
H -3.166 1.943 5.088
H -1.570 1.462 5.677
H -2.962 0.415 5.946
H -4.026 1.311 2.390
H -4.358 -0.406 2.610
H -3.197 0.131 1.380
H -0.909 -1.752 4.538
H -1.612 -2.100 2.943
H -2.628 -2.087 4.384
H 0.894 2.653 5.432
H 1.687 3.673 4.223
H 2.654 2.746 5.374
H 1.014 -0.807 4.721
H 2.493 -0.200 5.452
H 2.563 -1.056 3.911
H 2.900 2.306 1.626
H 2.958 0.541 1.579
H 4.056 1.437 2.637
N 1.599 -5.354 4.091
C 1.878 -4.623 3.251
C 2.170 -3.668 2.214
C 3.374 -3.665 1.519
C 3.565 -2.711 0.533
C 2.571 -1.783 0.298
N 1.421 -1.767 0.990
C 1.219 -2.700 1.920
H 4.135 -4.401 1.743
H 4.482 -2.683 -0.040
H 2.688 -1.016 -0.458
H 0.276 -2.681 2.446
```

Löwdin population analysis, charges in e, atoms 1 to 5:
1. Au 0.7256
2. O -0.0949
3. H 0.0274
4. H 0.0623
5. C -0.2428

=====

(2)
Here is a molecular structure, C3H2KLiO3 from the Open Molecules 2025 dataset. Energies are from ωB97M-V/def2-TZVPD.

The frontier orbital gap comes out at 6.5332 eV. As for the relative energy (zero: lowest compared OMol25 entry of this formula, charge and spin): 0.0 kJ/mol.

Geometry as XYZ:
```
10
C3H2KLiO3 ωB97M-V/def2-TZVPD
O 0.824 1.390 -0.077
C 1.570 0.379 0.159
O 2.837 0.437 0.078
O 1.044 -0.816 0.261
K 3.773 -1.936 0.004
H -0.677 1.028 -0.414
Li -0.702 -1.295 0.295
C -2.943 0.293 -0.096
C -1.824 0.437 -0.559
H -3.903 0.083 0.350
```

Löwdin population analysis, charges in e, atoms 1 to 5:
1. O -0.0987
2. C -0.9469
3. O -0.2221
4. O -0.3165
5. K 0.9530

=====

(3)
Here is C4H8O in the gas phase from the Open Molecules 2025 dataset. Energies are from ωB97M-V/def2-TZVPD.

The frontier orbital gap comes out at 10.3853 eV. Its SMILES is C[C@@H]1C[C@@H]1O. As for the relative energy (zero: lowest compared OMol25 entry of this formula, charge and spin): 179.1 kJ/mol.

Geometry as XYZ:
```
13
C4H8O ωB97M-V/def2-TZVPD
C -1.462 -0.813 -0.076
C -0.394 0.211 0.457
C 0.260 1.093 -0.435
C 1.129 0.147 0.421
H -2.361 -0.266 -0.475
H -1.092 -1.487 -0.927
H -1.765 -1.458 0.771
H -0.713 0.755 1.437
H 0.228 0.835 -1.461
H 0.243 2.208 -0.343
H 1.494 0.622 1.265
H 2.656 -0.867 -0.549
O 1.776 -0.978 -0.085
```

Löwdin population analysis, charges in e, atoms 1 to 5:
1. C -0.0601
2. C -0.3252
3. C -0.1267
4. C -0.2996
5. H 0.0773

=====

(4)
Here is a molecular structure, C27H44F6OP2Ru from the Open Molecules 2025 dataset. Energies are from ωB97M-V/def2-TZVPD.

The frontier orbital gap (spin up / spin down) comes out at 3.6628 / 5.0481 eV. As for the net charge: +1. As for the spin multiplicity: 6.

Geometry as XYZ:
```
81
C27H44F6OP2Ru ωB97M-V/def2-TZVPD
Ru 0.209 1.511 0.389
C -0.935 -0.633 2.691
C 0.369 -0.124 2.548
C -1.195 1.636 2.466
C -1.884 0.420 2.682
C 0.236 1.325 2.500
C -1.276 -2.057 2.922
H -0.367 -2.630 3.144
H -1.748 -2.490 2.025
H -1.973 -2.164 3.767
C -3.333 0.314 3.055
H -3.436 -0.194 4.029
H -3.921 -0.256 2.306
H -3.768 1.324 3.181
C -1.773 3.003 2.488
H -2.833 2.983 2.222
H -1.250 3.618 1.734
H -1.690 3.521 3.466
C 1.226 2.392 2.549
H 0.819 3.254 3.092
H 1.294 2.800 1.494
H 2.208 2.021 2.862
C 1.649 -0.891 2.500
H 2.044 -1.147 3.495
H 2.433 -0.315 1.998
H 1.567 -1.846 1.955
C -0.970 -3.820 -0.147
C -0.131 -4.646 0.495
C 1.125 -5.199 -0.180
C 2.374 -4.301 -0.348
C 2.416 -3.119 -1.235
C 1.568 -2.077 -1.207
C 0.058 -2.049 -1.347
C -0.649 -3.367 -1.569
H 0.968 -5.646 -1.191
H 3.151 -4.942 -0.793
H 1.453 -6.005 0.501
H -0.071 -4.120 -2.145
H -1.897 -3.389 0.288
H -0.404 -5.070 1.478
H -1.596 -3.185 -2.109
H -0.299 -1.601 -0.369
H 1.901 -1.280 -0.436
H -0.346 -1.332 -2.109
H 2.745 -4.026 0.662
H 3.397 -2.984 -1.733
P 2.014 0.203 -1.928
C 1.372 -0.319 -3.585
C 3.764 0.031 -2.519
P 1.653 2.745 -0.520
C 1.646 1.970 -2.201
C 3.267 2.580 0.322
C 1.186 4.430 -0.981
H 0.495 0.276 -3.879
H 1.081 -1.374 -3.554
H 2.133 -0.220 -4.370
H 3.913 0.654 -3.417
H 3.926 -1.014 -2.815
H 4.498 0.303 -1.756
H 1.524 4.621 -2.015
H 1.601 5.170 -0.278
H 0.082 4.477 -0.963
H 0.587 1.925 -2.543
H 2.302 2.520 -2.881
H 3.398 3.350 1.102
H 4.111 2.630 -0.354
H 3.292 1.637 0.892
C -3.715 2.077 0.055
C -2.849 1.353 -0.945
O -1.565 0.943 -0.590
C -3.581 -0.007 -1.333
F -4.904 0.182 -1.631
F -3.016 -0.686 -2.356
F -3.548 -0.849 -0.247
C -2.657 2.336 -2.151
F -3.830 2.729 -2.714
F -2.055 3.475 -1.657
F -1.846 1.880 -3.137
H -3.757 1.511 0.995
H -4.719 2.190 -0.377
H -3.267 3.053 0.266
```

Löwdin population analysis, charges in e, atoms 1 to 5:
1. Ru 1.0580
2. C -0.2091
3. C -0.2132
4. C -0.2665
5. C -0.1856

=====

(5)
Here is C2H5N3O3 in the gas phase from the Open Molecules 2025 dataset. Energies are from ωB97M-V/def2-TZVPD.

The frontier orbital gap comes out at 10.5795 eV. Its SMILES is NNC(=O)NOC=O. As for the relative energy (zero: lowest compared OMol25 entry of this formula, charge and spin): 448.9 kJ/mol.

Geometry as XYZ:
```
13
C2H5N3O3 ωB97M-V/def2-TZVPD
C 1.088 0.992 -0.100
C -2.302 -0.221 -0.379
H 0.548 -1.506 -0.062
H 1.401 -1.262 1.249
H 2.581 -0.198 -1.109
H -0.892 1.699 1.007
H -2.628 -1.084 -0.995
N 1.559 -1.450 0.257
N 1.630 -0.187 -0.344
N -0.315 0.769 0.636
O 1.476 2.095 -0.175
O -1.070 -0.377 -0.010
O -3.078 0.731 0.026
```

Löwdin population analysis, charges in e, atoms 1 to 5:
1. C -0.5410
2. C -0.3077
3. H 0.0839
4. H 0.0869
5. H 0.2615

=====

(6)
Here is a molecular structure, C2H3BrClNO2 from the Open Molecules 2025 dataset. Energies are from ωB97M-V/def2-TZVPD.

The frontier orbital gap (spin up / spin down) comes out at 6.5715 / 5.8961 eV. As for the relative energy (zero: lowest compared OMol25 entry of this formula, charge and spin): 167.5 kJ/mol. As for the spin multiplicity: 3.

Geometry as XYZ:
```
10
C2H3BrClNO2 ωB97M-V/def2-TZVPD
C -0.684 -0.302 1.023
C -0.118 0.205 -0.778
N 1.352 0.136 -0.448
O 1.941 1.176 -0.281
O 1.890 -0.944 -0.351
Cl -0.743 1.806 -1.211
Br -2.553 -0.739 0.830
H -0.114 -1.295 1.134
H -0.640 0.668 1.354
H -0.331 -0.711 -1.271
```

Löwdin population analysis, charges in e, atoms 1 to 5:
1. C -0.5032
2. C -0.5245
3. N -0.5417
4. O -0.0019
5. O 0.0120

=====

(7)
Here is a molecular structure, C26H24AsP2S4Tl from the Open Molecules 2025 dataset. Energies are from ωB97M-V/def2-TZVPD.

The frontier orbital gap comes out at 4.9327 eV. As for the net charge: -2. As for the relative energy (zero: lowest compared OMol25 entry of this formula, charge and spin): 0.0 kJ/mol.

Geometry as XYZ:
```
58
C26H24AsP2S4Tl ωB97M-V/def2-TZVPD
Tl -2.653 0.554 -2.190
C 0.375 0.455 1.233
C 1.419 -0.229 0.343
P 0.996 0.038 -1.439
C 1.956 1.570 -1.810
C 3.297 1.759 -1.478
C 3.933 2.958 -1.757
C 3.234 3.986 -2.383
C 1.906 3.803 -2.734
C 1.269 2.600 -2.448
C 2.094 -1.211 -2.250
C 1.692 -1.671 -3.504
C 2.436 -2.620 -4.193
C 3.599 -3.131 -3.634
C 4.006 -2.691 -2.381
C 3.256 -1.745 -1.695
P -1.417 0.056 0.824
C -2.081 0.725 2.414
C -2.721 -0.072 3.363
C -3.187 0.471 4.552
C -3.046 1.829 4.804
C -2.437 2.634 3.853
C -1.946 2.087 2.676
C -1.425 -1.760 1.228
C -2.369 -2.530 0.547
C -2.442 -3.904 0.737
C -1.552 -4.539 1.593
C -0.603 -3.786 2.275
C -0.550 -2.410 2.098
H 0.426 1.536 1.066
H 0.582 0.271 2.289
H 2.414 0.165 0.567
H 1.420 -1.310 0.507
H 3.858 0.961 -1.004
H 4.974 3.095 -1.486
H 3.726 4.930 -2.587
H 1.353 4.596 -3.219
H 0.216 2.476 -2.678
H 0.771 -1.286 -3.929
H 2.099 -2.971 -5.161
H 4.181 -3.874 -4.166
H 4.911 -3.088 -1.935
H 3.578 -1.431 -0.709
H -2.882 -1.125 3.167
H -3.674 -0.171 5.278
H -3.425 2.257 5.725
H -2.360 3.703 4.011
H -1.502 2.735 1.928
H -3.060 -2.028 -0.124
H -3.198 -4.481 0.217
H -1.601 -5.612 1.734
H 0.088 -4.273 2.953
H 0.174 -1.832 2.661
S -4.659 2.809 -2.780
As -4.097 2.791 -0.691
S -4.572 0.744 -0.024
S -1.866 2.885 -0.802
S -4.914 4.300 0.547
```

Löwdin population analysis, charges in e, atoms 1 to 5:
1. Tl 0.0503
2. C -0.4186
3. C -0.4168
4. P 1.0338
5. C -0.3507

=====

(8)
Here is 2 unconnected molecules or ions with the total composition C4H8N2S2 from the Open Molecules 2025 dataset. Energies are from ωB97M-V/def2-TZVPD.

The frontier orbital gap comes out at 8.3460 eV. As for the relative energy (zero: lowest compared OMol25 entry of this formula, charge and spin): 546.2 kJ/mol.

Geometry as XYZ:
```
16
C4H8N2S2 ωB97M-V/def2-TZVPD
C -1.146 -1.944 -0.360
C 0.179 0.192 -0.857
C -0.376 2.683 0.514
C 2.465 -1.294 -0.346
N -2.938 -0.636 0.540
N -2.061 -1.346 0.070
S -0.895 1.457 -0.756
S 1.516 0.174 0.205
H -0.273 -2.418 -0.068
H -1.000 2.494 1.355
H -0.486 3.673 0.077
H 0.614 2.519 0.877
H 2.067 -1.853 -1.180
H 2.766 -1.825 0.516
H 3.418 -0.878 -0.869
H -3.848 -0.998 0.283
```

Löwdin population analysis, charges in e, atoms 1 to 5:
1. C 0.0617
2. C -0.8912
3. C -0.3681
4. C -0.3937
5. N 0.0454

=====

(9)
Here is a molecular structure, C2H5BO from the Open Molecules 2025 dataset. Energies are from ωB97M-V/def2-TZVPD.

The frontier orbital gap comes out at 11.0258 eV. As for the relative energy (zero: lowest compared OMol25 entry of this formula, charge and spin): 349.9 kJ/mol.

Geometry as XYZ:
```
9
C2H5BO ωB97M-V/def2-TZVPD
B -0.634 -0.982 -1.583
C 0.742 -1.969 2.430
C 0.255 -1.007 1.919
O 0.397 -1.233 -1.055
H -0.144 4.828 -2.014
H -1.630 -0.731 -2.090
H 1.151 -2.805 2.916
H 0.003 4.068 -1.949
H -0.141 -0.170 1.426
```

Löwdin population analysis, charges in e, atoms 1 to 5:
1. B -0.1257
2. C 0.0088
3. C -0.0114
4. O 0.0716
5. H 0.0039

=====

(10)
Here is a molecular structure, C28H35BN10O7P2STi from the Open Molecules 2025 dataset. Energies are from ωB97M-V/def2-TZVPD.

The frontier orbital gap (spin up / spin down) comes out at 7.3368 / 7.3540 eV. As for the net charge: -1. As for the relative energy (zero: lowest compared OMol25 entry of this formula, charge and spin): 17.1 kJ/mol. As for the spin multiplicity: 2.

Geometry as XYZ:
```
85
C28H35BN10O7P2STi ωB97M-V/def2-TZVPD
Ti -0.640 -0.020 -0.591
C -3.358 -1.546 1.338
C -2.968 -0.225 1.763
C -3.514 0.526 2.795
C -2.944 1.746 2.793
C -3.253 2.978 3.625
N -2.017 1.670 1.824
N -1.967 0.471 1.202
B -1.196 2.867 1.390
N -1.300 3.082 -0.124
N -1.195 2.080 -1.103
C -1.443 2.687 -2.276
C -1.400 1.991 -3.651
C -1.682 4.010 -2.129
C -1.557 4.264 -0.746
C -1.675 5.649 -0.122
N 0.313 2.588 1.849
N 0.876 1.456 1.430
C 2.015 1.295 2.103
C 2.944 0.201 1.852
C 2.139 2.324 3.034
C 1.022 3.125 2.855
C 0.697 4.374 3.656
H -4.058 -1.949 2.067
H -3.907 -1.462 0.374
H -2.527 -2.236 1.149
H -4.311 0.135 3.474
H -3.947 2.690 4.423
H -2.326 3.400 4.036
H -3.761 3.762 3.060
H -1.485 3.903 1.948
H -0.482 1.465 -3.787
H -2.188 1.271 -3.644
H -1.530 2.760 -4.410
H -2.030 4.733 -2.921
H -2.379 6.229 -0.717
H -2.001 5.618 0.926
H -0.698 6.160 -0.222
H 3.706 0.416 1.106
H 3.353 -0.111 2.822
H 2.407 -0.733 1.563
H 2.873 2.481 3.780
H 1.304 4.323 4.615
H 1.059 5.301 3.134
H -0.345 4.492 3.925
O -0.326 -3.062 -2.881
P -0.512 -1.652 -3.518
O -0.006 -1.512 -4.897
O -0.163 -0.562 -2.470
O -2.189 -1.564 -3.624
P -3.191 -1.006 -2.504
O -3.893 -2.400 -2.113
O -4.268 -0.104 -2.961
O -2.490 -0.565 -1.235
H -0.458 -3.103 -1.919
H -4.786 -2.555 -2.456
S -0.060 -2.163 0.538
C 1.465 -2.539 -0.195
N 2.037 -3.657 0.023
N 1.492 -4.481 0.890
C 1.858 -5.812 0.785
C 2.991 -6.315 0.065
C 3.338 -7.629 0.248
C 2.692 -8.455 1.173
C 1.510 -7.999 1.792
C 1.119 -6.702 1.629
N 2.227 -1.551 -0.964
N 1.699 -0.446 -1.002
C 2.395 0.532 -1.792
C 2.447 1.866 -1.362
C 3.039 2.783 -2.196
C 3.574 2.413 -3.388
C 3.337 1.128 -3.882
C 2.744 0.117 -3.051
H 0.514 -4.267 1.336
H 3.472 -5.614 -0.635
H 4.212 -7.978 -0.297
H 2.960 -9.520 1.270
H 0.866 -8.609 2.413
H 0.285 -6.347 2.233
H 2.048 2.108 -0.404
H 3.091 3.872 -1.924
H 4.001 3.173 -4.007
H 3.759 0.841 -4.838
H 2.542 -0.902 -3.343
```

Löwdin population analysis, charges in e, atoms 1 to 5:
1. Ti 0.9064
2. C -0.0531
3. C -0.3382
4. C -0.0104
5. C -0.2575

=====

(11)
Here is 2 unconnected molecules or ions with the total composition C5H3Cl2F2NS2 from the Open Molecules 2025 dataset. Energies are from ωB97M-V/def2-TZVPD.

The frontier orbital gap comes out at 8.5351 eV. As for the relative energy (zero: lowest compared OMol25 entry of this formula, charge and spin): 0.0 kJ/mol.

Geometry as XYZ:
```
15
C5H3Cl2F2NS2 ωB97M-V/def2-TZVPD
C -2.600 -1.189 0.256
C -1.880 -0.141 0.710
C -4.065 0.354 -0.202
C 0.139 0.237 1.685
C 0.993 1.649 -0.547
N -3.890 -0.892 -0.214
F 2.239 1.262 -0.814
F 0.090 0.823 -1.200
S -2.804 1.298 0.549
S 0.650 1.826 1.230
Cl -5.491 1.109 -0.726
Cl -0.124 0.094 3.369
H -2.239 -2.165 0.252
H 0.569 -0.666 1.179
H 0.775 2.608 -1.051
```

Löwdin population analysis, charges in e, atoms 1 to 5:
1. C -0.2439
2. C -0.4284
3. C -1.1476
4. C -0.9734
5. C -0.6427

=====

(12)
Here is C3H2F2 in the gas phase from the Open Molecules 2025 dataset. Energies are from ωB97M-V/def2-TZVPD.

The frontier orbital gap comes out at 11.6309 eV. Its SMILES is FC1=C[C@@H]1F. As for the relative energy (zero: lowest compared OMol25 entry of this formula, charge and spin): 134.3 kJ/mol.

Geometry as XYZ:
```
7
C3H2F2 ωB97M-V/def2-TZVPD
C 0.509 0.250 0.600
C 0.382 -0.341 -0.838
C 1.337 0.708 -0.291
F 2.094 1.678 -0.697
F 0.713 -1.768 -1.077
H 0.053 0.239 1.590
H -0.516 -0.299 -1.592
```

Löwdin population analysis, charges in e, atoms 1 to 5:
1. C 0.1083
2. C -0.1307
3. C -0.2524
4. F 0.1400
5. F -0.1308